(1)
A molecular structure, C22H23F5GeN3O3SZr. Source: the OMol25 dataset; level of theory: ωB97M-V with the def2-TZVPD basis set.

Atoms and positions in Å:
H (3.033, 2.597, -1.107)
H (4.114, -1.549, -2.546)
S (0.866, -3.501, 0.632)
H (4.860, 0.043, -2.475)
H (-2.348, 5.826, -3.462)
H (1.707, -2.781, -1.522)
H (1.758, 2.111, 0.002)
H (0.602, -0.513, -3.012)
H (1.869, 0.277, -3.955)
C (-0.149, 0.311, 4.231)
F (-3.533, -2.679, -1.828)
H (0.072, 3.542, 3.644)
C (-0.444, -4.004, -0.442)
H (2.951, -2.734, -0.245)
C (-2.635, -4.855, -1.972)
C (-1.308, 4.533, -0.516)
Ge (2.537, 0.178, -1.503)
F (-1.446, -1.848, -0.368)
H (0.337, -2.862, 4.469)
C (-0.589, 2.784, 4.064)
C (-0.443, -0.980, 3.890)
C (-1.485, -3.155, -0.779)
H (-2.406, 3.428, -4.048)
N (-0.751, 2.490, 1.387)
H (0.000, -1.778, 5.836)
H (0.111, 0.499, 5.263)
H (-1.607, 3.110, 3.846)
C (-2.572, -3.539, -1.530)
F (0.422, -6.184, -0.617)
C (-1.335, 3.179, -0.847)
C (4.240, -0.664, -1.923)
F (-3.662, -5.255, -2.695)
O (-0.775, 0.919, -0.267)
N (1.641, -1.093, -0.305)
C (1.317, 0.312, -3.017)
C (-1.727, 2.783, -2.123)
C (-0.350, 1.464, 3.408)
H (3.440, 1.666, 0.345)
H (-1.327, -2.578, 4.964)
N (-0.368, 1.361, 2.101)
H (-0.454, 2.716, 5.139)
C (-2.093, 3.736, -3.060)
H (-1.648, 6.531, -1.200)
F (-1.677, -6.991, -2.082)
C (-1.671, 5.480, -1.457)
C (2.702, 1.795, -0.444)
C (-2.064, 5.083, -2.729)
C (-0.348, -2.108, 4.861)
H (-1.752, 1.730, -2.371)
C (-0.942, 2.169, 0.150)
O (1.949, -0.748, 1.061)
Zr (-0.031, -0.504, 1.026)
H (-1.002, 4.830, 0.477)
O (-0.873, -1.325, 2.684)
H (0.751, 1.241, -2.971)
C (-1.616, -5.741, -1.657)
C (1.912, -2.505, -0.487)
H (4.778, -0.938, -1.016)
C (-0.534, -5.313, -0.900)

The frontier orbital gap comes out at 8.1 eV. The charge is +1. The energy relative to the best compared isomer or geometry (same formula, charge and spin) is 0.0 kJ/mol. For the lowest unoccupied orbital energy, the calculation gives -2.986 eV.

Here are the natural (NBO) charges for atoms 1 to 2, given in e: number 1, H, carries 0.254; number 2, H, carries 0.241

=====

(2)
C22H23FN2O4S2 in the gas phase at a distorted geometry. Source: the OMol25 dataset; level of theory: ωB97M-V with the def2-TZVPD basis set.

Atoms and positions in Å:
C (-0.314, -0.702, -2.518)
C (-1.444, 3.099, 0.339)
O (-0.907, -2.540, -0.555)
O (-0.324, -0.841, 1.114)
H (3.511, -1.459, -1.662)
O (2.004, -0.080, -2.809)
N (-0.867, -0.148, -1.295)
H (2.445, 1.996, 3.604)
H (-2.521, -1.151, 2.461)
C (4.877, -0.292, 0.631)
S (-1.114, -1.219, -0.017)
H (-3.419, -1.033, -1.691)
H (5.023, -0.165, -0.440)
C (2.878, -2.246, 0.260)
C (-1.491, 1.748, 0.051)
H (-7.404, -2.035, 1.282)
C (-5.561, -1.027, 0.945)
H (-5.842, -0.969, -1.177)
H (-0.800, -1.665, -2.682)
C (1.982, 1.836, 1.434)
C (1.207, -0.898, -2.390)
H (0.638, 1.698, -2.584)
C (-3.770, -1.046, -0.671)
S (4.545, -2.082, 0.954)
H (0.686, 4.094, -2.090)
N (1.549, -2.036, -1.768)
C (0.073, 3.430, -1.501)
F (-0.628, 5.252, -0.172)
C (2.726, 1.131, 0.458)
C (0.030, 2.077, -1.780)
C (2.642, 1.652, 2.609)
H (0.809, -2.598, -1.362)
C (-0.758, 1.218, -1.011)
H (2.514, 1.061, -0.590)
H (1.082, 2.392, 1.277)
H (3.265, -3.220, -1.634)
C (-5.120, -1.010, -0.375)
H (2.270, -1.419, 0.635)
H (-4.950, -1.097, 2.997)
C (-2.855, -1.091, 0.364)
C (2.885, -2.262, -1.266)
C (-0.667, 3.929, -0.446)
C (-4.620, -1.081, 1.969)
H (-2.095, 1.102, 0.663)
C (3.790, 0.578, 1.117)
H (-7.212, -0.561, 2.227)
O (3.734, 0.893, 2.429)
H (5.807, -0.102, 1.164)
H (-2.007, 3.508, 1.164)
H (2.482, -3.180, 0.658)
C (-7.025, -1.013, 1.256)
C (-3.267, -1.116, 1.683)
H (-7.579, -0.469, 0.496)
H (-0.536, -0.028, -3.348)

The frontier orbital gap comes out at 8.5 eV. The SMILES is Cc1ccc(S(=O)(=O)N(CC(=O)NCCSCc2ccco2)c2ccc(F)cc2)cc1. The energy relative to the best compared isomer or geometry (same formula, charge and spin) is 83.2 kJ/mol. For the lowest unoccupied orbital energy, the calculation gives 0.326 eV.

Here are the natural (NBO) charges for atoms 1 to 2, given in e: number 1, C, carries -0.313; number 2, C, carries -0.271

=====

(3)
C22H23N3O3 in the gas phase at a distorted geometry. Source: the OMol25 dataset; level of theory: ωB97M-V with the def2-TZVPD basis set.

Atoms and positions in Å:
O (1.914, 2.882, 2.178)
H (-3.830, -1.464, -0.408)
C (0.394, -3.350, 1.605)
C (-1.817, -1.661, 1.551)
C (-0.172, 1.868, 1.902)
H (-0.266, -3.896, 3.560)
C (-4.671, 0.431, -0.930)
H (0.459, 3.724, 0.965)
C (-3.626, -0.453, -0.731)
O (2.135, -3.236, -0.653)
C (2.963, -0.848, -2.350)
C (-3.121, 2.108, -1.662)
C (0.561, 3.210, 1.931)
H (-5.238, 2.405, -1.532)
H (0.235, 3.877, 2.729)
H (-2.199, -2.367, 3.523)
H (3.908, 2.475, 0.426)
C (0.143, -2.571, 0.474)
H (2.854, 1.087, 2.163)
H (1.955, -2.575, -3.170)
H (-2.653, -0.980, 1.551)
H (-2.924, 3.103, -2.032)
H (1.270, -3.982, 1.603)
C (2.596, 0.496, -1.735)
H (1.160, -1.004, -3.540)
N (3.226, 0.767, -0.568)
N (-0.311, -0.987, -1.740)
O (1.809, 1.263, -2.248)
C (0.865, 0.965, 1.230)
H (3.518, -1.466, -1.646)
H (-1.058, 1.517, -1.697)
C (2.968, 1.967, 0.189)
H (0.683, 0.915, 0.157)
C (-1.176, -0.962, -0.780)
C (-2.316, -0.055, -0.983)
C (1.694, -1.585, -2.787)
N (0.778, -1.741, -1.672)
C (1.105, -2.580, -0.630)
H (3.582, -0.668, -3.231)
H (2.362, 2.618, -0.445)
C (-0.989, -1.737, 0.424)
C (-1.552, -2.432, 2.660)
H (-1.108, 1.916, 1.351)
C (-4.420, 1.715, -1.384)
C (2.208, 1.675, 1.498)
C (-0.455, -3.292, 2.685)
H (3.829, 0.076, -0.152)
H (-5.685, 0.115, -0.735)
H (-0.371, 1.531, 2.920)
C (-2.073, 1.227, -1.469)
H (0.855, -0.045, 1.634)

The frontier orbital gap comes out at 8.7 eV. The SMILES is O=C(CCn1nc(-c2ccccc2)c2ccccc2c1=O)NC[C@@H]1CCCO1. The energy relative to the best compared isomer or geometry (same formula, charge and spin) is 195.9 kJ/mol. For the lowest unoccupied orbital energy, the calculation gives 0.239 eV.

Here are the natural (NBO) charges for atoms 1 to 2, given in e: number 1, O, carries -0.524; number 2, H, carries 0.214

=====

| no. | HOMO energy (eV) |
| --- | --- |
| 1 | -11.08 |
| 2 | -8.15 |
| 3 | -8.46 |